[1]
{
  "formula": "C24H53O3PSi",
  "method": "ωB97M-V/def2-TZVPD",
  "species": ["P", "Si", "O", "O", "O", "C", "C", "C", "C", "C", "C", "C", "C", "C", "C", "C", "C", "C", "C", "C", "C", "C", "C", "C", "C", "C", "C", "C", "C", "H", "H", "H", "H", "H", "H", "H", "H", "H", "H", "H", "H", "H", "H", "H", "H", "H", "H", "H", "H", "H", "H", "H", "H", "H", "H", "H", "H", "H", "H", "H", "H", "H", "H", "H", "H", "H", "H", "H", "H", "H", "H", "H", "H", "H", "H", "H", "H", "H", "H", "H", "H", "H"],
  "positions_angstrom": [[0.25633, 1.44199, -3.24770], [0.28038, 0.07972, -1.48453], [1.51952, 0.37551, -0.39224], [0.03745, -1.63053, -3.54573], [1.44344, -2.03011, 0.88921], [1.76088, 1.01686, -4.26275], [0.70013, 3.05182, -2.42947], [-3.49471, -0.63056, 0.16603], [0.09571, -2.88053, -4.21708], [1.07154, -3.41100, -6.52596], [2.36697, 2.22750, -4.98063], [-3.46906, -2.13789, 0.44635], [0.31305, -1.69538, -2.15058], [-1.26244, 0.44189, -0.49216], [0.15264, 3.33312, 2.83772], [-2.66532, -0.50910, 4.03057], [3.01841, -0.66409, 2.12877], [-1.90474, -1.50256, 3.15854], [-0.57326, 1.02284, 3.71015], [2.72397, -0.37409, -0.36517], [-3.90138, -2.53443, 1.86186], [-2.72428, -2.74813, 2.81260], [1.36261, -3.02208, -5.07436], [-2.55517, -0.23515, -0.98706], [2.69806, -1.35933, 0.81408], [1.06548, 4.53518, 3.09319], [2.55176, 4.15889, 3.14779], [-1.91600, 0.79235, 4.40629], [0.02310, 2.40555, 4.04545], [-2.46550, -2.54079, 0.24936], [0.77079, -1.34121, 1.02247], [2.99361, 4.18213, 2.14825], [2.53172, 0.51769, -3.66688], [0.91641, 5.26784, 2.29475], [-1.75411, 0.80349, 5.48912], [-3.21148, -0.08594, 1.07477], [1.27735, -2.18698, -1.96860], [-4.45010, -3.48225, 1.81249], [-0.61968, 2.89585, 4.78577], [-1.41086, 1.52506, -0.42336], [0.76141, 5.03077, 4.02222], [1.40681, 0.29353, -4.99841], [-0.43903, -2.32177, -1.64622], [-4.13356, -2.62654, -0.27555], [1.66229, 3.42528, -2.77939], [2.40129, 0.23230, 2.25045], [-1.01002, -1.84668, 3.69148], [0.25947, -4.14214, -6.58125], [2.80040, -1.34386, 2.95551], [-0.05835, 3.79873, -2.66603], [2.87746, 1.91028, -5.89366], [-4.61309, -1.80333, 2.26250], [2.90567, -0.88946, -1.31594], [1.60053, 2.95135, -5.27382], [-3.06585, 0.44638, -1.67198], [-0.79644, -2.95314, -4.84915], [-1.03117, 0.10781, 0.53136], [1.94679, -3.86053, -6.99995], [-1.54484, -1.02679, 2.23750], [-0.71629, 0.95245, 2.62680], [4.07486, -0.39108, 2.18522], [3.10432, 2.74027, -4.36046], [0.52741, 2.77380, 1.97116], [3.43719, -2.14486, 0.62578], [-4.52311, -0.32622, -0.05486], [-2.55133, 1.65430, 4.17461], [-2.06268, -3.51011, 2.38464], [0.14302, 0.24117, 3.98027], [-3.61966, -0.26162, 3.55309], [0.04408, -3.69579, -3.48510], [-2.32082, -1.14445, -1.55132], [3.55858, 0.31883, -0.21437], [-0.84629, 3.69958, 2.57289], [0.78234, -2.53979, -7.11951], [2.69510, 3.14863, 3.54090], [2.03108, -3.77142, -4.63935], [1.90302, -2.07177, -5.05005], [0.76438, 2.95903, -1.34250], [-2.92865, -1.03602, 4.95588], [1.00810, 2.27283, 4.50300], [3.12323, 4.84295, 3.77947], [-3.11089, -3.16605, 3.75287]],
  "e_lumo_ev": 0.77,
  "smiles": "CCCCCCCCCCCCCC[Si@](COCCC)(OC[C@@H](C)O)P(C)CC",
  "e_homo_ev": -7.87,
  "total_charge": 0
}



[2]
{
  "formula": "C24H54AsN4O4PSi2Ti",
  "method": "ωB97M-V/def2-TZVPD",
  "species": ["As", "Ti", "P", "Si", "Si", "O", "O", "O", "O", "N", "N", "N", "N", "C", "C", "C", "C", "C", "C", "C", "C", "C", "C", "C", "C", "C", "C", "C", "C", "C", "C", "C", "C", "C", "C", "C", "C", "H", "H", "H", "H", "H", "H", "H", "H", "H", "H", "H", "H", "H", "H", "H", "H", "H", "H", "H", "H", "H", "H", "H", "H", "H", "H", "H", "H", "H", "H", "H", "H", "H", "H", "H", "H", "H", "H", "H", "H", "H", "H", "H", "H", "H", "H", "H", "H", "H", "H", "H", "H", "H", "H"],
  "positions_angstrom": [[0.22217, 3.24467, 0.07508], [-0.54709, 0.85833, 0.33022], [0.10097, -2.97882, -0.10697], [0.07635, 2.91594, -2.25259], [2.41319, 4.00051, 0.32547], [-6.94958, 1.58917, -0.39120], [-6.19918, -0.26494, 0.55807], [-1.56545, -0.40283, -0.54226], [-3.64077, -1.15182, -1.03762], [1.42454, 0.07955, 0.13131], [-2.43071, 1.70961, 0.54078], [-3.01061, 2.81517, 0.93297], [-0.75057, 0.23471, 2.43433], [-3.39687, 0.88059, 0.17618], [-2.25270, -3.17506, 1.34812], [-2.00933, -3.92903, -1.84472], [2.66538, -3.36334, -1.11160], [0.31599, 0.87845, 3.28229], [2.04618, -0.82128, 2.38821], [-4.34430, 2.74208, 0.81826], [0.31529, 4.50090, -3.17430], [-0.31016, -2.33953, -2.77017], [1.70355, -3.91192, -0.05219], [3.69080, 3.19262, -0.73526], [-1.62661, 2.26303, -2.67949], [2.87843, 3.83974, 2.11778], [-2.92187, -0.36659, -0.52466], [2.33103, 5.79861, -0.07978], [1.61615, -5.43525, -0.13970], [1.24521, 1.61998, -2.92786], [-0.18802, -3.99979, 2.47608], [-0.91250, -3.88813, 1.13752], [-4.64046, 1.48632, 0.33434], [-0.54461, -3.49435, -1.78009], [2.46157, 0.05690, 1.20703], [-5.98406, 0.84008, 0.17613], [1.45848, -0.07348, 3.59052], [2.34959, -3.64366, -2.12129], [-2.24048, -4.74165, -1.15295], [-2.09459, -2.18483, 1.79399], [-0.12164, 1.22682, 4.20955], [-2.88399, -3.74443, 2.03677], [2.12850, -3.66077, 0.92518], [3.79236, 2.11767, -0.54006], [-6.61310, 2.44096, -0.69285], [0.68680, 1.74899, 2.75267], [2.74372, -2.27036, -1.07755], [2.25673, 1.68278, -2.51481], [1.33809, 1.74986, -4.01359], [1.00564, -5.86495, 0.65723], [3.49730, 4.69893, 2.40625], [-2.43021, 2.79784, -2.16411], [1.20686, -0.89297, -0.12628], [-1.78799, 2.37674, -3.75804], [3.45405, 2.93277, 2.33565], [-1.71919, 1.19997, -2.45987], [0.85094, 0.61048, -2.76112], [3.45897, 3.32725, -1.79881], [3.30365, 6.28581, 0.06483], [-2.81229, -3.03162, 0.42565], [3.39365, -0.31533, 0.78990], [2.01478, 5.95865, -1.11777], [0.72708, -1.99279, -2.76175], [1.84174, 0.50912, -0.68543], [-4.97819, 3.57046, 1.10175], [0.00251, 4.38083, -4.21852], [2.91969, -1.36985, 2.74030], [2.63292, 1.08308, 1.52262], [1.99078, 3.85050, 2.75999], [-0.27042, 5.30860, -2.72463], [-0.95843, -1.49416, -2.52834], [2.24640, 0.51290, 4.07026], [1.20548, -5.76946, -1.09405], [-2.22305, -4.29339, -2.85434], [0.01479, -3.00693, 2.90183], [1.36904, 4.80950, -3.16823], [3.66940, -3.76984, -0.95941], [1.59599, 6.28932, 0.56692], [-1.10513, -4.89244, 0.75623], [1.34873, -1.58082, 2.02669], [2.61749, -5.86729, -0.05220], [-0.54495, -2.66171, -3.79089], [-2.42026, 3.61136, 1.14404], [-2.68417, -3.09259, -1.65108], [-1.66920, 0.43199, 2.80406], [0.07801, -4.33085, -2.08987], [1.12114, -0.81089, 4.32536], [-0.64708, -0.77683, 2.46871], [4.66432, 3.66206, -0.54546], [-0.82212, -4.52906, 3.19368], [0.75947, -4.53652, 2.41294]],
  "e_lumo_ev": [-2.77, -2.84],
  "e_homo_ev": [-10.52, -10.51],
  "total_charge": 1,
  "multiplicity": 2,
  "de_lowest_ev": 0.7589
}



[3]
{
  "formula": "C24H54BF16N6O11S4",
  "method": "ωB97M-V/def2-TZVPD",
  "species": ["S", "S", "S", "S", "F", "F", "F", "F", "F", "F", "F", "F", "F", "F", "F", "F", "F", "F", "F", "F", "O", "O", "O", "O", "O", "O", "O", "O", "O", "O", "O", "N", "N", "N", "N", "N", "N", "C", "C", "C", "C", "C", "C", "C", "C", "C", "C", "C", "C", "C", "C", "C", "C", "C", "C", "C", "C", "C", "C", "C", "C", "B", "H", "H", "H", "H", "H", "H", "H", "H", "H", "H", "H", "H", "H", "H", "H", "H", "H", "H", "H", "H", "H", "H", "H", "H", "H", "H", "H", "H", "H", "H", "H", "H", "H", "H", "H", "H", "H", "H", "H", "H", "H", "H", "H", "H", "H", "H", "H", "H", "H", "H", "H", "H", "H", "H"],
  "positions_angstrom": [[-0.25247, -2.64582, 3.39255], [-3.70158, -0.58413, -1.26376], [-4.25799, 2.20431, -1.68549], [0.33736, 0.02343, 4.22307], [2.48178, 0.54626, 2.91995], [1.45722, 2.24414, 3.55956], [1.50443, 0.50529, -0.76667], [-5.90889, 3.42695, -3.29204], [-3.74269, -1.48639, -3.69323], [3.27782, 0.57801, -2.07757], [2.13535, 2.47950, -1.59339], [3.46794, 1.49792, -0.08593], [-1.78592, -1.31711, -2.80500], [-4.38789, 2.07662, -4.27714], [0.70915, 1.23221, 1.82976], [-1.87496, -4.33771, 4.05021], [-6.14406, 1.26642, -3.27661], [-2.75946, -2.81320, 2.74664], [-3.03463, -2.97835, -2.29494], [-2.43822, -2.38646, 4.95654], [-3.27765, 3.28719, -1.75306], [-5.06619, -0.92800, -1.19082], [-2.79733, -0.76933, -0.17156], [1.23926, -0.38684, 5.26685], [5.86386, -1.26602, -2.43232], [3.34301, -2.75104, 1.04049], [0.25496, -0.39761, -5.19670], [-5.25562, 2.35271, -0.63980], [-0.83942, 0.77328, 4.60798], [0.61503, -3.08946, 4.46673], [-0.20643, -3.34482, 2.12470], [-3.16255, 2.57793, 2.84802], [-0.18174, -1.11068, 3.15538], [-3.50353, 0.84368, -1.90513], [5.04304, -0.68991, -0.09375], [0.73391, -2.24116, -0.09664], [-0.80503, 2.10847, -2.79783], [-3.95764, 1.37779, 3.42910], [2.27394, -3.03683, -1.85398], [6.57358, -0.47187, -3.40092], [0.59183, 0.45355, -4.16107], [-3.09815, -1.73978, -2.58839], [6.53376, -1.98301, -1.48579], [-5.41110, -0.51661, 2.56657], [6.46171, -1.16975, -0.20492], [-5.10165, 0.95463, 2.46995], [1.28602, 1.08100, 3.03200], [-0.77055, 1.26308, -4.07106], [-4.10352, 3.58661, 2.18760], [-5.26998, 2.27733, -3.22912], [-2.49122, 3.29240, 3.88778], [1.31428, -1.27869, -5.60778], [2.54172, -3.80862, 0.55603], [-2.19468, 2.03349, 1.86329], [-3.40583, 4.47130, 4.30104], [-1.05434, 2.19936, -5.19766], [-3.90158, 4.89295, 2.90566], [-2.03313, -3.05390, 3.82945], [3.76927, -2.88219, 2.42109], [6.93682, -1.90383, 1.03842], [1.57106, -3.37996, -0.51483], [2.61706, 1.30370, -1.08769], [1.59304, -2.89476, -2.69419], [1.26004, -1.34845, 0.06733], [-6.06375, 1.47114, 2.69317], [3.01945, -2.23274, -1.62480], [2.19256, -0.69014, -5.88186], [-4.71275, -1.19575, 2.11204], [-1.13634, 1.50047, -6.01805], [4.27605, -3.82734, 2.59832], [-4.83935, 5.45803, 2.99476], [1.60057, -2.00477, -4.83841], [-4.96007, 1.21197, 1.40827], [7.06206, -0.26576, -0.43101], [7.92817, -2.21342, 0.78824], [4.92368, 0.01840, 0.57982], [-3.18741, 0.66108, 3.56979], [-2.24349, 2.61046, 4.73508], [0.19547, -2.47526, 0.80151], [0.76987, -0.12815, -3.23057], [-1.41438, 2.72720, 1.62385], [-1.80236, 2.06141, -2.32509], [2.92225, -2.77738, 3.09360], [5.90474, -2.93862, -1.35737], [-3.91432, 3.56945, 1.14345], [-2.79235, 5.30108, 4.74371], [1.97106, -4.12211, 1.40081], [1.03215, -1.89169, -6.46855], [-5.14144, 3.29155, 2.26097], [4.39887, -1.49218, 0.14991], [6.33153, -2.82343, 1.16019], [2.91522, -3.91910, -2.11328], [-1.70029, 1.16360, 2.38238], [-4.31348, 1.66709, 4.40988], [-0.54465, 3.05051, -2.88821], [0.86898, -4.19897, -0.72069], [-5.49509, -0.84202, 3.58843], [-3.23236, 5.56559, 2.49506], [0.02130, -2.07991, -0.76817], [-0.21780, 1.69283, -2.09044], [4.67458, -0.36083, -1.03883], [1.46462, 1.09192, -4.33935], [7.56659, -2.10554, -1.76943], [5.93394, -0.13361, -4.25151], [7.04577, 0.43642, -2.92732], [-4.23966, 4.12341, 4.99527], [-0.22282, 2.92192, -5.38203], [7.32686, -1.09299, -3.95206], [-1.57824, 3.67678, 3.44116], [-6.46514, -0.58923, 2.20523], [6.97531, -1.31773, 1.93706], [4.45239, -2.05955, 2.59744], [-2.75093, 1.63075, 1.01740], [3.12236, -4.65790, 0.17654], [-1.59250, 0.57447, -3.94978], [-1.94605, 2.73938, -4.99346]],
  "e_lumo_ev": -1.80,
  "e_homo_ev": -12.23,
  "total_charge": 1
}



[4]
{
  "formula": "C24H54BI2N5NbO14P2",
  "method": "ωB97M-V/def2-TZVPD",
  "species": ["I", "I", "Nb", "P", "P", "O", "O", "O", "O", "O", "O", "O", "O", "O", "O", "O", "O", "O", "O", "N", "N", "N", "N", "N", "C", "C", "C", "C", "C", "C", "C", "C", "C", "C", "C", "C", "C", "C", "C", "C", "C", "C", "C", "C", "C", "C", "C", "C", "B", "H", "H", "H", "H", "H", "H", "H", "H", "H", "H", "H", "H", "H", "H", "H", "H", "H", "H", "H", "H", "H", "H", "H", "H", "H", "H", "H", "H", "H", "H", "H", "H", "H", "H", "H", "H", "H", "H", "H", "H", "H", "H", "H", "H", "H", "H", "H", "H", "H", "H", "H", "H", "H", "H"],
  "positions_angstrom": [[-2.48271, -0.78443, -2.09579], [-0.35481, -2.42879, 1.81723], [1.19212, -0.66667, -2.27673], [3.41129, -2.06893, 0.87934], [2.42954, -2.57525, -0.96057], [-5.11022, -0.65707, 1.49806], [7.38574, -0.17111, 5.30653], [-1.46831, -2.16590, -5.38844], [-9.27422, 1.89978, 5.24416], [-9.59734, 0.00370, 4.06813], [-7.74274, 1.24795, 3.77591], [-5.86667, 1.00759, 0.24087], [0.54008, -1.08118, -6.05917], [6.73968, 1.94805, 5.17673], [2.60045, -0.87063, 1.58918], [7.65148, 1.18279, 7.08834], [-4.13620, 1.36585, 1.63806], [3.12831, -3.32821, 1.85981], [4.85724, -1.80927, 0.77427], [4.33410, 2.02918, -2.10320], [4.90035, -1.04469, -2.78690], [4.03337, -2.52816, -4.38379], [-0.55226, 1.97202, 1.40108], [4.79091, -0.51181, -5.18819], [-0.85516, -2.58205, -0.29688], [-8.93543, 0.95396, 4.33411], [-6.30177, -2.58814, 0.64207], [7.14843, -0.94661, 2.99701], [2.92919, 2.10145, -1.62022], [-0.69048, -1.16636, -0.91184], [6.67263, 1.42046, 3.84217], [7.29465, 0.99949, 5.96827], [-7.38953, 2.60504, 4.13594], [2.41998, 0.76342, -1.04576], [-1.24934, 2.22785, 0.12971], [-8.12760, 2.73780, 5.45210], [-6.36459, -1.11737, 0.95354], [-0.29573, 2.80398, -0.92622], [-4.95456, 0.63908, 1.16848], [4.11677, -1.13066, -3.99986], [0.12020, 1.15098, -3.03996], [6.60471, -0.07235, 4.08734], [2.79102, -0.37358, -3.83768], [0.43400, -2.24072, -3.73167], [-5.89745, 2.77976, 4.16565], [-2.19174, -3.32306, -0.29276], [-6.50459, -0.18659, -0.23541], [-0.57591, 2.36469, -2.36580], [-0.16856, -1.80413, -5.07947], [-1.24157, 1.82565, 2.12848], [-7.53158, 0.02980, -0.51617], [-1.65817, 2.23042, -2.44589], [3.65384, -2.79761, -1.59469], [-5.63666, 3.83207, 4.27439], [-2.41429, -3.70075, -1.28975], [-1.73664, 1.33100, -0.25235], [-7.13859, -0.90351, 1.69660], [2.66541, -3.08806, 2.66701], [3.05076, 0.69055, -3.80620], [-3.00469, -2.72480, 0.11092], [5.70680, -1.65082, -2.87216], [-0.13861, -3.26472, -0.74703], [-5.60895, -2.78131, -0.17831], [2.29762, 2.49035, -2.41899], [5.18509, -0.09276, -2.58821], [2.88383, 2.85205, -0.82510], [5.64551, -1.03564, -5.35594], [-0.44115, 3.88855, -0.89997], [4.90266, 2.68767, -1.58684], [0.71978, 2.67511, -0.57089], [-5.95683, -3.14247, 1.51364], [-5.94410, -0.55124, -1.09973], [3.86296, -2.57987, -5.37785], [7.27300, -1.96891, 3.35098], [-0.58816, 0.77847, -3.78996], [-1.86753, -1.53137, -5.99082], [1.88110, 0.93165, -0.10826], [-2.08866, -4.19634, 0.35206], [-8.44782, 3.74888, 5.68668], [-5.47060, 2.40035, 3.24077], [5.80902, 1.82822, 3.32511], [3.31439, -3.02907, -3.88421], [-7.54556, 2.32897, 6.28126], [-5.45077, 2.21797, 4.98724], [3.33830, 0.23869, -0.78184], [0.95589, 1.54409, -3.63563], [-0.29631, -2.85961, -3.19923], [5.05116, 0.43665, -4.94833], [0.38802, -0.13381, -6.00296], [-7.83958, 3.26020, 3.38431], [2.28465, -0.50832, -4.79498], [-0.01881, 1.11079, 1.34223], [7.58784, 1.69734, 3.31415], [-0.40457, 3.23460, -3.00939], [8.12206, -0.58608, 2.65947], [5.58124, -0.36320, 4.34249], [-2.03990, 2.94158, 0.35619], [-0.71347, -0.44882, -0.09615], [6.45538, -0.96232, 2.15450], [4.37642, 2.34750, -3.06332], [1.28520, -2.90022, -3.94216], [-7.29152, -2.95314, 0.36717], [2.79878, -0.80557, 2.52987]],
  "e_lumo_ev": 1.66,
  "e_homo_ev": -5.07,
  "total_charge": -1
}